[1]
# C6H8N2

One molecule with the formula C6H8N2 in a non-equilibrium geometry (ωB97M-V with the def2-TZVPD basis set, the Open Molecules 2025 dataset).

```
16
Properties=species:S:1:pos:R:3:forces:R:3:lowdin_charge:R:1
C -2.648 0.203 -0.478 4.0 -0.2 2.6 0.146
C -1.636 0.090 0.211 -1.9 -0.3 -1.9 -0.087
C -0.477 -0.282 0.987 0.2 -0.4 0.4 -0.232
C 0.610 -1.259 0.482 -0.2 0.9 0.0 -0.235
C 0.707 -1.671 -0.975 -0.8 -0.8 0.6 -0.063
N 0.898 0.149 0.741 0.3 -1.6 1.2 -0.112
N 1.273 0.854 -0.326 -0.3 3.1 -1.4 -0.044
C 0.811 2.064 -0.337 1.2 -0.5 0.1 -0.023
H -3.420 0.500 -1.081 -1.5 0.3 -1.0 -0.001
H -0.618 -0.240 2.070 -0.4 -0.4 -0.3 0.137
H 0.984 -1.965 1.225 0.0 0.2 -0.2 0.129
H 1.732 -1.935 -1.250 0.0 0.3 0.2 0.076
H 0.372 -0.833 -1.604 -0.1 -0.7 0.0 0.072
H 0.125 -2.617 -1.065 0.1 0.8 -0.4 0.088
H 0.239 2.412 0.536 -0.1 0.1 -0.5 0.080
H 1.185 2.794 -1.086 -0.5 -0.8 0.5 0.072
```
Forces are in eV/Å.

Lowest unoccupied orbital energy in eV: 1.09
Energy relative to the best compared isomer or geometry (same formula, charge and spin) in kcal per mole: 106.99
HOMO-LUMO gap in eV: 9.74
SMILES string: C#C[C@H]1[C@@H](C)N1N=C
2S+1: 1
Calculated total energy in Ha: -342.76344
M in g/mol: 108.1
HOMO energy in eV: -8.654

---

[2]
# C66H165N11O22

A 11-piece molecular cluster, C66H165N11O22 overall in a non-equilibrium geometry (ωB97M-V with the def2-TZVPD basis set, the Open Molecules 2025 dataset).

```
264
Properties=species:S:1:pos:R:3:forces:R:3:lowdin_charge:R:1
C 6.927 2.488 3.407 -0.3 -1.2 0.7 -0.074
O 6.363 1.162 3.795 -0.2 1.2 -0.1 -0.217
C 4.994 0.937 3.332 0.8 0.2 -0.9 -0.183
C 4.352 -0.468 3.455 0.9 -1.5 0.4 -0.176
N 4.985 -1.610 2.763 0.3 -0.4 -2.5 -0.072
C 6.410 -1.848 2.894 -0.7 1.8 1.8 -0.232
C 7.084 -3.024 2.275 -0.2 0.3 0.8 -0.223
O 6.710 -4.214 3.015 0.3 -0.5 -2.4 -0.187
C 7.076 -5.392 2.214 -0.1 0.9 0.9 -0.078
H 6.439 3.372 3.820 -1.0 -0.3 -0.1 0.074
H 7.040 2.592 2.328 -0.2 -0.2 -0.1 0.079
H 7.906 2.608 3.870 0.2 -0.8 -0.1 0.077
H 5.026 1.149 2.263 -0.2 0.0 -0.4 0.110
H 4.341 1.701 3.754 -0.2 -0.1 0.4 0.110
H 3.362 -0.462 2.999 -0.1 0.7 0.1 0.111
H 4.196 -0.872 4.455 0.1 1.0 0.7 0.090
H 4.558 -2.498 2.985 -0.8 0.3 0.2 0.068
H 6.509 -1.960 3.974 1.1 0.0 0.5 0.122
H 6.890 -0.906 2.628 0.4 -0.2 -0.1 0.113
H 8.137 -2.781 2.414 0.4 -0.5 0.1 0.120
H 6.952 -3.041 1.193 -0.5 -0.6 -0.1 0.119
H 6.815 -5.290 1.161 -0.2 0.2 0.0 0.067
H 6.550 -6.259 2.613 0.1 0.1 0.1 0.083
H 8.157 -5.513 2.270 0.1 -0.2 0.1 0.082
C -1.537 -1.354 -6.526 0.9 0.5 0.3 -0.093
O -2.824 -1.681 -6.093 0.0 0.2 -2.1 -0.167
C -2.924 -1.684 -4.729 -1.3 -0.2 2.1 -0.248
C -4.339 -1.134 -4.442 0.4 0.6 1.0 -0.197
N -5.443 -2.084 -4.671 1.2 0.9 0.5 -0.040
C -6.551 -1.572 -5.469 1.2 -0.3 -2.3 -0.193
C -7.049 -0.164 -5.238 0.6 0.0 2.0 -0.294
O -7.916 0.236 -6.191 -3.2 0.1 -2.4 -0.204
C -8.579 1.539 -6.081 1.0 -2.2 -0.4 -0.038
H -1.369 -1.365 -7.603 -0.5 -0.8 0.0 0.098
H -0.855 -1.999 -5.971 0.5 -0.2 -0.5 0.071
H -1.263 -0.330 -6.274 -0.2 0.2 0.5 0.075
H -2.170 -1.118 -4.183 0.1 0.8 -0.4 0.103
H -2.722 -2.681 -4.336 -0.5 -0.6 0.1 0.126
H -4.309 -0.214 -5.025 -0.5 -0.1 -0.8 0.094
H -4.485 -0.687 -3.458 0.5 -0.4 0.6 0.098
H -4.970 -2.795 -5.210 -0.6 -0.5 -0.2 0.097
H -7.226 -2.423 -5.562 -0.8 0.6 0.2 0.121
H -6.162 -1.363 -6.466 0.1 -0.7 -0.8 0.116
H -6.220 0.516 -5.434 0.8 0.0 1.5 0.121
H -7.524 -0.157 -4.257 0.2 0.8 0.6 0.113
H -8.819 1.707 -5.031 0.2 0.6 -0.1 0.085
H -9.496 1.446 -6.663 0.0 0.0 0.1 0.083
H -7.921 2.229 -6.608 -0.1 0.6 0.6 0.086
C -0.346 6.676 7.617 -2.3 -2.3 -0.5 -0.116
O 0.090 6.603 6.270 0.4 0.3 -0.3 -0.213
C 0.220 5.278 5.692 1.0 0.4 1.1 -0.181
C 0.868 5.329 4.335 0.5 -0.4 -0.8 -0.235
N 0.014 5.620 3.206 -0.2 0.7 1.4 -0.047
C -0.368 7.045 3.060 -0.2 -1.1 -1.0 -0.186
C 0.662 7.909 2.375 -0.2 0.5 -0.4 -0.219
O 1.791 8.376 3.091 0.3 -0.8 0.3 -0.184
C 1.587 9.023 4.326 -0.9 0.9 -0.3 -0.112
H 0.148 6.061 8.369 1.4 0.8 0.0 0.085
H -1.250 6.067 7.647 -0.9 -0.2 -0.2 0.069
H -0.790 7.616 7.945 1.2 0.4 -0.3 0.092
H -0.693 4.683 5.688 -0.5 0.5 -0.2 0.124
H 0.893 4.715 6.340 0.3 -0.1 0.3 0.115
H 1.271 4.374 3.999 -0.2 -0.9 1.0 0.112
H 1.803 5.882 4.245 0.0 0.9 0.9 0.120
H 0.648 5.314 2.481 -0.7 0.6 -1.2 0.058
H -0.792 7.567 3.918 0.3 -0.7 0.5 0.115
H -1.214 6.902 2.388 -0.1 0.9 -0.4 0.110
H 0.127 8.760 1.953 -0.1 0.4 0.0 0.116
H 1.048 7.349 1.523 0.3 0.0 0.0 0.116
H 0.903 9.865 4.219 -0.1 0.5 -0.5 0.081
H 2.539 9.462 4.623 0.0 -0.4 0.2 0.091
H 1.063 8.470 5.105 0.7 -0.8 0.1 0.064
C 13.747 12.086 0.504 0.0 0.2 0.5 -0.135
O 13.129 11.659 -0.720 -1.0 -0.2 1.5 -0.190
C 11.706 11.244 -0.564 1.3 0.2 -1.5 -0.171
C 11.415 10.345 -1.801 0.0 -0.3 0.8 -0.210
N 10.438 9.311 -1.512 -0.2 -0.1 -0.4 -0.077
C 9.167 9.837 -0.956 1.5 -2.3 -0.1 -0.170
C 8.265 8.713 -0.487 -3.2 0.6 -0.9 -0.297
O 8.812 7.674 0.161 3.9 -1.1 1.8 -0.176
C 8.009 6.672 0.692 -1.4 1.2 0.3 -0.096
H 13.238 12.939 0.952 0.0 0.3 -0.3 0.081
H 14.820 12.274 0.448 -0.1 0.7 -1.3 0.079
H 13.874 11.403 1.344 -1.2 -1.2 -0.1 0.072
H 10.963 12.036 -0.654 0.6 0.9 0.4 0.108
H 11.543 10.763 0.400 0.2 -0.4 -0.1 0.114
H 12.373 9.927 -2.111 -0.1 -0.3 0.0 0.116
H 11.035 10.882 -2.670 0.1 0.6 0.2 0.113
H 10.873 8.553 -1.007 -0.5 0.0 0.4 0.104
H 8.660 10.272 -1.817 -0.1 0.8 0.5 0.129
H 9.348 10.435 -0.062 -0.2 0.7 -0.3 0.106
H 7.602 8.308 -1.252 0.4 -0.2 -1.2 0.116
H 7.455 9.158 0.092 0.0 0.6 0.8 0.120
H 7.439 7.012 1.556 -0.6 0.8 0.0 0.081
H 8.524 5.873 1.226 0.7 -0.3 -1.3 0.092
H 7.294 6.494 -0.111 -0.2 -1.3 0.2 0.092
C 1.625 -8.044 0.535 0.5 -1.4 -1.4 -0.085
O 0.529 -7.905 -0.397 0.1 -0.3 1.2 -0.156
C 0.397 -6.595 -0.913 0.7 0.5 -0.6 -0.219
C -0.668 -5.838 -0.195 -0.5 -0.6 -1.8 -0.266
N -0.408 -5.747 1.172 -0.4 1.9 1.1 -0.047
C -1.702 -5.779 1.874 2.0 -1.6 3.2 -0.154
C -1.480 -5.592 3.433 -1.5 1.2 -0.3 -0.157
O -2.075 -4.337 3.863 2.0 0.5 0.0 -0.205
C -1.178 -3.181 3.895 -1.5 -0.4 -0.1 -0.054
H 1.614 -7.581 1.522 -0.3 0.8 -0.4 0.074
H 2.512 -7.827 -0.061 0.3 0.5 0.6 0.080
H 1.769 -9.090 0.805 -0.6 -0.4 -0.4 0.088
H 0.116 -6.588 -1.966 0.0 -0.7 -0.2 0.126
H 1.366 -6.096 -0.891 0.1 0.2 0.3 0.098
H -1.551 -6.459 -0.343 -0.6 -0.1 -0.3 0.117
H -0.880 -4.897 -0.703 0.1 0.4 0.1 0.123
H 0.173 -6.546 1.379 -0.5 0.1 0.8 0.071
H -1.999 -6.824 1.790 -1.0 0.0 -0.3 0.110
H -2.492 -5.075 1.615 0.5 0.0 -0.6 0.118
H -0.452 -5.679 3.785 0.3 0.2 -0.4 0.097
H -2.051 -6.293 4.041 -0.1 -0.4 -0.4 0.112
H -1.676 -2.528 4.613 0.3 0.2 -0.1 0.092
H -1.104 -2.692 2.924 -0.2 0.0 -0.1 0.061
H -0.146 -3.324 4.213 -0.9 -0.7 0.5 0.042
C -7.828 -2.298 4.695 -1.2 -0.2 -0.2 -0.125
O -6.951 -2.332 3.629 1.7 0.3 -0.5 -0.199
C -6.027 -1.253 3.569 0.5 0.2 -1.6 -0.196
C -5.468 -1.278 2.124 -1.1 0.0 0.5 -0.194
N -6.469 -0.793 1.171 -0.2 0.0 0.7 -0.065
C -6.234 -1.199 -0.184 -1.2 0.5 -0.1 -0.199
C -7.520 -1.027 -1.059 0.8 0.6 0.3 -0.186
O -8.574 -1.891 -0.649 0.3 -0.3 0.5 -0.194
C -9.866 -1.656 -1.152 -0.4 0.3 -1.0 -0.120
H -8.017 -1.261 4.970 -0.3 0.0 0.4 0.086
H -7.561 -2.915 5.553 0.5 0.2 0.2 0.086
H -8.719 -2.751 4.261 -0.5 0.2 0.5 0.087
H -5.184 -1.299 4.258 -0.1 -0.4 0.4 0.119
H -6.542 -0.304 3.725 -0.2 0.2 0.2 0.115
H -5.168 -2.315 1.978 -0.2 -0.5 -0.4 0.102
H -4.539 -0.731 1.960 -0.1 0.5 0.4 0.094
H -7.437 -0.957 1.408 0.2 -0.5 0.6 0.106
H -5.912 -2.237 -0.271 0.2 -0.3 -0.1 0.112
H -5.433 -0.513 -0.459 0.1 -0.3 -1.2 0.111
H -7.192 -1.179 -2.088 -0.3 -0.4 -0.3 0.099
H -7.875 0.001 -0.990 0.0 0.3 0.1 0.119
H -9.908 -1.613 -2.240 0.4 -0.6 -0.4 0.082
H -10.358 -0.706 -0.943 0.5 0.5 1.0 0.081
H -10.561 -2.431 -0.828 0.4 -0.2 0.2 0.084
C 0.675 -0.991 7.286 1.1 0.0 -0.5 -0.116
O 0.935 -2.227 6.631 1.0 -0.3 -0.2 -0.218
C 2.345 -2.369 6.206 -2.3 -1.3 -1.2 -0.141
C 2.507 -3.721 5.374 1.2 1.3 1.6 -0.213
N 2.207 -3.576 3.968 0.4 -1.2 -0.3 -0.058
C 2.543 -4.886 3.261 0.1 2.3 -1.3 -0.119
C 2.722 -4.481 1.709 2.0 0.3 2.1 -0.194
O 3.232 -5.539 0.946 -0.9 -1.4 -0.9 -0.220
C 3.778 -5.200 -0.315 0.2 0.6 0.1 -0.114
H 0.651 -1.141 8.365 -0.4 0.1 0.0 0.086
H -0.185 -0.466 6.870 -0.4 -0.5 0.2 0.082
H 1.496 -0.310 7.061 0.3 0.2 0.2 0.073
H 3.061 -2.294 7.024 -0.2 -0.2 0.2 0.117
H 2.496 -1.554 5.498 0.4 0.0 0.0 0.086
H 2.065 -4.629 5.786 -0.7 0.3 0.6 0.117
H 3.564 -3.938 5.530 0.4 0.0 -0.5 0.105
H 1.207 -3.439 3.974 0.4 0.0 -0.8 0.035
H 1.804 -5.666 3.442 -0.2 0.0 -0.2 0.087
H 3.485 -5.200 3.710 0.1 -0.1 -0.4 0.105
H 3.591 -3.828 1.630 -0.3 1.1 0.9 0.091
H 1.852 -3.903 1.395 -0.4 -0.6 -0.6 0.111
H 3.220 -4.449 -0.873 -0.8 -0.3 -0.1 0.081
H 3.943 -6.107 -0.897 -0.3 0.0 0.1 0.089
H 4.739 -4.686 -0.284 0.5 -0.1 0.8 0.073
C 2.736 4.278 0.828 2.4 -2.1 -1.2 -0.167
O 1.485 4.681 0.656 -4.8 1.2 -0.7 -0.225
C 0.807 4.106 -0.495 -1.6 -0.8 0.6 -0.130
C -0.262 2.987 -0.166 0.2 0.3 1.3 -0.172
N 0.331 1.839 0.487 1.7 0.4 -0.6 -0.076
C -0.445 0.692 0.756 -1.2 -2.1 -0.2 -0.215
C -0.777 -0.265 -0.445 0.7 0.5 -0.1 -0.162
O -1.992 -1.038 -0.388 0.9 2.9 -3.3 -0.177
C -2.295 -1.784 0.682 -0.2 -1.4 1.5 -0.170
H 3.096 4.417 1.848 0.0 0.0 -0.1 0.097
H 3.372 4.739 0.072 0.7 0.4 0.3 0.093
H 2.673 3.239 0.505 1.3 -0.7 0.8 0.077
H 1.489 3.635 -1.203 0.4 0.5 0.0 0.117
H 0.196 4.897 -0.929 0.5 0.2 -0.3 0.122
H -0.876 2.647 -1.000 0.4 0.4 -0.5 0.091
H -0.986 3.376 0.550 -0.4 0.7 0.0 0.112
H 0.717 2.159 1.364 0.2 -0.1 0.0 0.108
H -1.402 0.882 1.244 -0.3 0.3 0.4 0.114
H 0.170 0.047 1.383 -0.2 0.2 0.6 0.117
H 0.128 -0.850 -0.611 -0.1 -1.0 0.4 0.101
H -0.726 0.292 -1.381 -1.0 0.3 -0.1 0.092
H -1.471 -2.483 0.821 0.1 -0.1 1.0 0.086
H -3.172 -2.404 0.498 -0.1 0.0 -0.6 0.086
H -2.627 -1.166 1.516 0.7 -0.2 0.7 0.074
C -5.924 5.180 -0.990 0.3 -0.8 -0.1 -0.073
O -4.994 4.302 -1.795 -1.3 1.4 1.8 -0.200
C -4.452 3.244 -0.943 -0.9 0.4 -1.1 -0.191
C -3.759 2.188 -1.838 -0.4 0.7 1.1 -0.217
N -2.793 2.761 -2.729 0.4 -0.4 -0.3 -0.039
C -2.145 1.815 -3.679 -3.2 0.3 2.0 -0.219
C -0.966 2.435 -4.199 1.3 -0.4 -1.8 -0.239
O -0.309 1.294 -4.726 2.2 0.6 -0.9 -0.216
C 1.034 1.542 -5.201 -0.3 -0.8 0.1 -0.074
H -6.933 4.770 -0.938 0.1 -0.6 -0.2 0.075
H -6.098 6.215 -1.283 0.8 -0.2 -1.3 0.073
H -5.640 5.360 0.046 0.7 -0.7 0.2 0.073
H -5.284 2.720 -0.472 -0.2 -0.1 0.2 0.109
H -3.904 3.736 -0.139 0.7 -0.3 -0.2 0.112
H -4.557 1.647 -2.346 -0.3 -0.2 -0.2 0.108
H -3.293 1.483 -1.150 0.2 -0.2 0.0 0.106
H -3.269 3.497 -3.231 0.1 0.2 -0.2 0.110
H -2.780 1.565 -4.529 -0.4 -0.2 0.0 0.124
H -1.914 0.869 -3.190 0.0 0.2 0.3 0.106
H -0.430 3.007 -3.442 0.4 0.0 -0.1 0.124
H -1.277 3.012 -5.070 0.4 0.9 0.2 0.137
H 1.236 2.338 -5.918 -0.9 0.7 0.2 0.086
H 1.330 0.679 -5.797 0.0 -0.3 0.5 0.074
H 1.671 1.671 -4.326 0.3 -0.1 -0.1 0.084
C 6.586 -1.800 -8.240 -0.3 1.2 -0.1 -0.128
O 5.777 -2.251 -7.170 0.4 -1.3 -1.0 -0.191
C 5.074 -3.432 -7.628 -0.4 -0.2 1.6 -0.205
C 4.299 -3.950 -6.393 -0.1 0.8 -0.9 -0.202
N 3.347 -2.906 -6.079 0.3 0.2 -0.7 -0.072
C 2.376 -3.180 -5.058 0.5 -1.3 -0.2 -0.229
C 1.655 -1.930 -4.693 0.4 0.3 1.5 -0.197
O 2.647 -1.076 -4.049 -0.5 -0.4 0.0 -0.204
C 2.356 -0.798 -2.662 0.1 0.9 -1.2 -0.090
H 5.952 -1.514 -9.079 -0.2 -0.1 -0.3 0.083
H 7.340 -2.487 -8.624 0.0 -0.4 0.4 0.085
H 7.075 -0.873 -7.941 0.1 -0.1 0.3 0.087
H 5.754 -4.220 -7.952 0.3 0.2 -0.2 0.116
H 4.384 -3.148 -8.421 0.0 -0.1 -0.1 0.120
H 5.046 -4.172 -5.630 0.1 0.1 0.5 0.114
H 3.767 -4.887 -6.560 0.0 0.0 -0.4 0.117
H 3.848 -2.032 -6.002 -0.2 0.1 0.5 0.107
H 2.869 -3.681 -4.225 -0.1 0.2 0.7 0.114
H 1.727 -3.944 -5.486 -0.6 0.0 0.1 0.120
H 0.849 -1.976 -3.960 -0.2 -0.8 -0.1 0.116
H 1.175 -1.593 -5.611 0.6 1.0 -0.1 0.095
H 3.184 -0.169 -2.335 -0.3 0.3 0.0 0.093
H 2.300 -1.579 -1.903 0.0 -0.9 -0.6 0.076
H 1.391 -0.292 -2.684 0.0 0.4 0.5 0.063
C -6.691 -5.650 -3.160 0.0 1.1 -1.7 -0.162
O -7.761 -6.218 -2.547 -2.0 -0.3 3.7 -0.186
C -8.531 -5.215 -1.762 -0.8 0.0 -2.5 -0.196
C -9.572 -5.887 -0.928 1.7 -2.3 0.7 -0.191
N -8.909 -6.591 0.208 -1.6 1.4 1.2 -0.044
C -8.457 -5.609 1.236 0.1 -1.2 -0.7 -0.197
C -7.857 -6.334 2.427 1.8 1.3 0.1 -0.194
O -6.616 -6.944 2.106 -0.5 -2.4 0.5 -0.208
C -5.462 -6.167 2.019 -0.4 0.2 -2.2 -0.114
H -7.126 -5.189 -4.047 0.5 0.7 -0.6 0.078
H -6.023 -6.413 -3.560 0.3 0.0 0.6 0.092
H -6.274 -4.850 -2.547 0.8 -0.2 -0.1 0.083
H -9.086 -4.690 -2.540 -0.1 0.6 -0.3 0.117
H -7.996 -4.430 -1.228 0.8 -0.5 0.0 0.096
H -9.995 -6.676 -1.550 -0.3 0.1 -0.1 0.116
H -10.377 -5.244 -0.571 0.3 0.1 0.0 0.114
H -8.180 -7.232 -0.071 0.1 0.3 -0.2 0.103
H -9.261 -4.952 1.569 -0.4 -0.3 -0.1 0.118
H -7.739 -4.929 0.779 0.5 0.2 0.3 0.096
H -8.519 -7.062 2.896 0.1 -0.1 -0.3 0.126
H -7.466 -5.628 3.160 -1.2 0.7 0.5 0.105
H -5.492 -5.205 2.530 0.0 -0.1 0.5 0.088
H -5.437 -5.982 0.945 0.6 0.9 -0.3 0.081
H -4.558 -6.759 2.159 -0.2 -0.1 0.8 0.078
```
Forces are in eV/Å.

Lowest unoccupied orbital energy in eV: 0.15
Energy relative to the best compared isomer or geometry (same formula, charge and spin) in kcal per mole: 298.70
HOMO-LUMO gap in eV: 8.26
SMILES string: COCCNCCOC.COCCNCCOC.COCCNCCOC.COCCNCCOC.COCCNCCOC.COCCNCCOC.COCCNCCOC.COCCNCCOC.COCCNCCOC.COCCNCCOC.COCCNCCOC
2S+1: 1
Calculated total energy in Ha: -4870.27446
M in g/mol: 1465.1
HOMO energy in eV: -8.113

---

[3]
# C4H8BrN2

A 2-piece molecular cluster, C4H8BrN2 overall in a non-equilibrium geometry (ωB97M-V with the def2-TZVPD basis set, the Open Molecules 2025 dataset).

```
15
Properties=species:S:1:pos:R:3:forces:R:3:lowdin_charge:R:1
C 0.333 2.071 0.180 1.8 0.9 0.2 -0.197
C -1.875 0.858 -0.105 2.2 1.4 0.3 -0.565
C 1.431 1.028 -0.018 0.0 0.0 0.0 -0.050
C -0.065 -2.647 -0.348 0.4 -0.2 -0.4 -0.111
N -0.918 1.495 0.028 -3.3 -2.0 -0.4 0.124
N -0.853 -2.072 0.439 -0.6 0.6 0.5 -0.005
Br -3.342 -0.042 -0.326 -0.6 -0.2 -0.1 1.063
H 0.419 2.878 -0.557 0.0 -0.1 0.2 0.148
H 1.426 0.649 -1.036 0.0 0.0 -0.1 0.083
H 2.393 1.497 0.172 0.0 0.0 0.0 0.091
H 1.306 0.198 0.671 0.0 -0.1 0.1 0.077
H 0.234 -3.694 -0.314 -0.1 -0.1 0.1 0.079
H 0.383 2.502 1.186 -0.1 0.0 -0.2 0.149
H 0.371 -2.053 -1.145 0.1 0.0 -0.1 0.057
H -1.242 -2.669 1.171 0.2 -0.2 -0.2 0.057
```
Forces are in eV/Å.

Charge: +1
Lowest unoccupied orbital energy in eV: -3.61
Energy relative to the best compared isomer or geometry (same formula, charge and spin) in kcal per mole: 73.06
HOMO-LUMO gap in eV: 10.18
2S+1: 1
Calculated total energy in Ha: -2840.40368
M in g/mol: 164.0
HOMO energy in eV: -13.788